The following is a quantum chemistry calculation of C18H34Br6O8S4 as an isolated structure at a distorted geometry, from the OMol25 dataset.

Summary:
energy relative to the best compared isomer or geometry (same formula, charge and spin) = 106.4 kJ/mol
HOMO level = -0.3728 hartree
multiplicity = 1
E_tot = -18344.899380 a.u.

Geometry (Å):
C: -0.8594 0.4304 0.0744
Br: 0.1225 1.4490 1.4423
Br: -2.4314 1.4278 -0.4939
Br: -1.4001 -1.2973 0.7130
H: -0.1537 0.3611 -0.7437
C: -0.4548 3.1557 -3.1936
Br: -0.0222 3.1484 -5.1107
Br: -0.8290 4.9553 -2.6378
Br: 1.1125 2.4327 -2.2616
H: -1.3268 2.5332 -3.0526
C: -7.2439 1.2054 -4.0135
C: -7.0695 1.0673 -2.4962
C: -6.0683 2.0649 -1.9681
S: -6.0508 3.4062 -3.1999
O: -4.8129 3.3717 -3.9624
O: -6.4407 4.6165 -2.5246
C: -7.3939 2.7203 -4.2024
H: -8.0511 0.5718 -4.3751
H: -6.3424 0.7517 -4.4353
H: -6.8886 0.0439 -2.1481
H: -8.0058 1.2458 -1.9537
H: -4.9983 1.8633 -1.9288
H: -6.4477 2.5338 -1.0664
H: -7.3868 3.0389 -5.2435
H: -8.3547 3.0396 -3.7978
C: 1.3791 -2.7612 4.0186
C: 0.8120 -1.3200 3.7950
C: -0.2320 -0.9501 4.8606
S: -0.2864 -2.3842 5.9723
O: -1.3056 -3.2976 5.5088
O: -0.2775 -1.9772 7.3726
C: 1.3171 -2.9942 5.5068
H: 2.4185 -2.7030 3.6905
H: 0.9474 -3.6234 3.5116
H: 0.4458 -1.2515 2.7738
H: 1.7220 -0.7218 3.8522
H: -1.1706 -0.8680 4.3148
H: -0.0771 -0.0757 5.4848
H: 1.5381 -3.9707 5.9257
H: 1.8739 -2.2608 6.1104
C: 3.9254 1.1723 1.3832
C: 5.4298 1.3308 1.4142
C: 5.9020 1.1100 2.8408
S: 4.6674 2.0862 3.7981
O: 5.1755 3.4365 3.9156
O: 4.2012 1.3786 4.9579
C: 3.3888 2.1333 2.4550
H: 3.6521 0.1394 1.6222
H: 3.4915 1.3812 0.4071
H: 5.7947 2.3249 1.1160
H: 5.9809 0.7292 0.6869
H: 6.8661 1.4744 3.1746
H: 5.7010 0.0558 3.0453
H: 3.5177 3.1126 1.9957
H: 2.4616 2.0415 3.0101
C: 1.6960 -3.0381 -4.3591
C: 1.6111 -4.1034 -3.2542
C: 1.2393 -3.3788 -1.9811
S: 2.3806 -1.9403 -1.9406
O: 3.7142 -2.3389 -1.5218
O: 1.6802 -0.8493 -1.2830
C: 2.4570 -1.8340 -3.8080
H: 0.7339 -2.8349 -4.8243
H: 2.3127 -3.5191 -5.1233
H: 2.6393 -4.4579 -3.1205
H: 1.0015 -4.9578 -3.5347
H: 1.2869 -3.9763 -1.0703
H: 0.2132 -3.0034 -2.0143
H: 3.5258 -1.7836 -4.0011
H: 2.0455 -0.8691 -4.1044

=====

The following is a quantum chemistry calculation of C18H34CaCl2F3N4O3S6SbSi2Te as an isolated structure at a distorted geometry, from the OMol25 dataset.

Summary:
energy relative to the best compared isomer or geometry (same formula, charge and spin) = 247.1 kJ/mol
net charge = -2
HOMO level = -0.0344 hartree
multiplicity = 1
E_tot = -6525.220842 a.u.

Geometry (Å):
Ca: -0.0504 2.0679 -2.3575
C: -3.4955 1.8426 0.6439
C: -2.2595 1.5085 -0.1216
N: -1.1277 2.1819 -0.1634
N: -1.1204 3.3158 0.6673
C: -0.6750 3.2244 1.9498
N: -0.6101 4.3828 2.6627
S: -0.4319 1.7536 2.7590
C: -2.2999 0.2880 -0.8562
C: -3.2717 -0.6773 -0.6314
C: -3.2392 -1.8719 -1.3853
C: -2.3332 -1.9979 -2.4334
C: -1.4393 -0.9311 -2.6415
N: -1.3205 0.1077 -1.8210
H: -3.4951 2.9329 0.8225
H: -3.5652 1.1669 1.5131
H: -4.3061 1.5353 -0.0424
H: -0.9942 4.2492 0.1839
H: -0.6353 5.2813 2.1663
H: -0.0618 4.4051 3.4947
H: -4.0207 -0.5821 0.1573
H: -3.9252 -2.7151 -1.1939
H: -2.1199 -2.9070 -3.0049
H: -0.7248 -0.9728 -3.4653
S: 2.9566 5.7916 1.2503
Sb: 1.7723 5.8588 -0.7399
S: 2.2161 3.6407 -1.6347
S: -0.4268 6.1578 -0.0861
S: 2.3282 7.4808 -2.3013
Cl: 3.9859 2.1257 -6.0984
C: 2.3389 2.1818 -5.5152
Cl: 2.0757 0.7578 -4.5081
H: 1.6224 2.0600 -6.3208
H: 2.1637 3.0688 -4.8805
F: -2.9761 1.3389 -6.2871
C: -1.6456 1.5769 -5.9767
F: -0.9037 1.5308 -7.1504
F: -1.1263 0.3560 -5.3236
S: -1.4047 3.0489 -4.9374
O: -1.9975 4.1034 -5.7587
O: 0.0968 3.1333 -4.6187
O: -2.1689 2.7014 -3.6804
C: -2.4443 -1.4944 3.4217
Si: -1.1440 -2.5380 4.2359
C: -0.4386 -1.5781 5.6801
C: -1.7907 -4.2285 4.7984
C: 0.2215 -2.7850 2.9902
Te: 0.8071 -0.9666 1.8922
C: 2.9343 -1.2325 1.8315
Si: 3.4524 -2.5574 0.4992
C: 4.4113 -4.0120 1.2171
C: 1.9465 -3.2641 -0.4146
C: 4.6173 -1.7742 -0.7298
H: -3.4682 -1.8211 3.6972
H: -2.4197 -1.6308 2.3320
H: -2.3579 -0.3906 3.6509
H: -1.2203 -1.3652 6.4331
H: -0.1770 -0.5562 5.2487
H: 0.4331 -1.9563 6.2619
H: -2.0213 -4.1618 5.9099
H: -1.0392 -4.9988 4.7326
H: -2.6847 -4.6383 4.3834
H: -0.0216 -3.5365 2.2699
H: 1.1424 -3.0614 3.5174
H: 3.2262 -1.5012 2.8574
H: 3.2800 -0.2218 1.5408
H: 3.8067 -4.6999 1.8335
H: 5.2757 -3.8684 1.8888
H: 4.7563 -4.5950 0.3399
H: 1.4024 -3.8885 0.3270
H: 2.1776 -3.8953 -1.2647
H: 1.2778 -2.4405 -0.7412
H: 5.4715 -1.3578 -0.1396
H: 4.1774 -1.0004 -1.3609
H: 5.0256 -2.4855 -1.4748

=====

The following is a quantum chemistry calculation of a 2-piece molecular cluster, C18H34NO4 overall at a distorted geometry, from the OMol25 dataset.

Summary:
energy relative to the best compared isomer or geometry (same formula, charge and spin) = 644.9 kJ/mol
net charge = +1
HOMO level = -0.4551 hartree
multiplicity = 1
E_tot = -1061.543797 a.u.

Geometry (Å):
O: -4.3618 -3.4899 -4.1804
C: -4.0520 -2.2224 -4.5612
O: -2.9359 -1.5860 -3.8382
C: -2.1625 -0.6761 -4.7053
C: -2.8072 0.8207 -4.8824
C: -3.1419 1.6060 -3.4832
C: -1.8960 2.2706 -2.6094
O: -2.1433 1.9073 -1.2034
C: -3.3468 1.0417 -1.0295
O: -3.5635 0.4424 0.1439
C: -4.2444 0.9997 -2.4325
H: -4.7208 -1.7264 -5.3846
H: -1.0097 -0.6702 -4.3954
H: -2.1734 -1.1758 -5.7895
H: -3.7614 0.8539 -5.5674
H: -1.9847 1.4784 -5.4447
H: -3.6903 2.5886 -3.8814
H: -0.8111 2.2150 -3.0473
H: -2.1096 3.4264 -2.6339
H: -5.1733 1.7336 -2.3499
H: -4.7384 -0.0433 -2.6263
C: 2.2741 -0.3141 -1.0590
C: 1.1632 0.2137 -0.1654
C: 1.6387 1.2248 0.8746
C: 2.5798 0.7926 1.9957
N: 2.1678 -0.3488 2.9536
C: 2.2988 -1.7575 2.3673
C: 3.7932 -2.0117 2.2910
C: 4.3805 -1.3237 3.5079
C: 3.2944 -0.4114 4.0570
C: 0.8398 -0.1102 3.7052
C: -0.4617 -0.4416 2.9685
C: -1.2564 0.7645 2.4831
H: 3.1139 -0.7057 -0.4845
H: 1.8901 -1.1246 -1.6900
H: 2.6448 0.4751 -1.7191
H: 0.6269 -0.6119 0.2937
H: 0.4236 0.7076 -0.8086
H: 0.7823 1.7368 1.3135
H: 2.1591 2.0228 0.3254
H: 2.7258 1.6722 2.6391
H: 3.5610 0.5437 1.5817
H: 1.8272 -2.4515 3.0736
H: 1.8053 -1.8330 1.4031
H: 4.2174 -1.5758 1.3796
H: 4.0303 -3.0812 2.2658
H: 5.2787 -0.7569 3.2425
H: 4.6776 -2.0548 4.2683
H: 3.6371 0.6033 4.2855
H: 2.8648 -0.8565 4.9596
H: 0.8663 0.9160 4.0930
H: 0.8685 -0.7850 4.5703
H: -1.1105 -0.9380 3.7044
H: -0.3324 -1.1756 2.1700
H: -0.9670 1.6884 2.9915
H: -2.3271 0.6103 2.6597
H: -1.1475 0.9038 1.4045

=====

The following is a quantum chemistry calculation of C18H35As2NRhS2 as an isolated structure at a distorted geometry, from the OMol25 dataset.

Summary:
net charge = +3
HOMO level (spin up / spin down) = -0.6136 / -0.6620 hartree
multiplicity = 5
E_tot = -6138.881098 a.u.

Geometry (Å):
Rh: -1.6422 -0.3928 -0.0758
S: -0.8346 -2.5845 0.7053
S: -0.6747 1.0103 -2.0480
C: 0.5790 -3.2038 -0.2609
C: -2.1348 -3.4474 -0.2590
C: -2.1269 -3.0523 -1.7194
N: -2.3974 -1.5874 -1.8120
C: -2.1013 -1.0656 -3.1768
C: -2.0281 0.4503 -3.1474
H: -3.0880 -3.2284 0.2356
H: -1.8769 -4.5008 -0.1379
H: -2.9067 -3.5999 -2.2769
H: -1.1623 -3.2657 -2.1969
H: -2.9208 -1.3778 -3.8443
H: -1.1635 -1.5108 -3.5366
H: -2.9568 0.9074 -2.7782
H: -1.7873 0.8738 -4.1310
C: 0.7056 0.2057 -2.9294
H: -3.4125 -1.4764 -1.7174
H: 0.9199 -0.7816 -2.5024
H: 1.5811 0.8558 -2.8157
H: 0.4524 0.1295 -3.9935
H: 1.4101 -3.2918 0.4451
H: 0.8489 -2.5146 -1.0697
H: 0.3185 -4.1928 -0.6519
C: -3.4597 0.2224 0.1821
C: -2.9728 -0.5716 1.3200
H: -4.2324 -0.2528 -0.4317
H: -3.6036 1.3085 0.3024
H: -3.4589 -1.5478 1.4553
H: -2.7395 -0.0522 2.2693
C: 3.7446 -0.2646 -1.0420
As: 2.1851 -0.2710 0.1577
C: 2.9103 -1.3021 1.6574
C: 2.4491 1.5241 0.9690
C: 3.7340 2.0301 1.1811
C: 3.8873 3.2319 1.8802
C: 2.7629 3.9263 2.3322
C: 1.4741 3.4292 2.0926
C: 1.3170 2.2221 1.4144
As: -0.5299 1.3409 1.3157
C: -0.5828 1.0718 3.2697
C: -1.5774 2.9815 1.1306
H: 3.5602 -1.0368 -1.8019
H: 4.6397 -0.4981 -0.4531
H: 3.8097 0.7266 -1.5094
H: 3.5999 -0.6600 2.2174
H: 2.0571 -1.6075 2.2770
H: 3.4219 -2.1719 1.2293
H: 4.6065 1.4949 0.8071
H: 4.8927 3.6229 2.0618
H: 2.8873 4.8574 2.8876
H: 0.6074 3.9861 2.4455
H: -1.1338 1.9069 3.7172
H: -1.0523 0.1097 3.4794
H: 0.4613 1.0750 3.5998
H: -1.4188 3.5918 2.0255
H: -1.2151 3.4980 0.2348
H: -2.6318 2.7200 1.0209